1.
ORCA calculation (ωB97M-V/def2-TZVPD) on one molecule with the formula C4H9N3 at a distorted geometry.

- electronic energy (hartree) = -321.9686
- SMILES = CC1(C)CNN=N1

Positions of all 16 atoms, in Å:
N1 1.814333 1.364436 -0.964541
N2 1.145706 2.137682 -0.139426
N3 1.498840 0.172231 -1.011444
C1 0.036795 1.482410 0.437027
C2 0.384955 -0.147908 -0.182582
C3 0.789961 -1.291574 0.736512
C4 -0.788994 -0.510403 -1.221306
H1 0.173996 -2.098432 0.827724
H2 0.026544 1.651903 1.429907
H3 1.857936 -1.550159 0.478671
H4 -0.933181 1.701147 -0.080328
H5 -0.868649 -1.662173 -1.340535
H6 1.072525 -0.911006 1.715192
H7 -0.361877 -0.067944 -2.113650
H8 -1.816613 -0.160491 -0.845732
H9 1.228333 3.110749 -0.212358

Atomic forces in eV per Å
N 2.10 0.42 -1.87
N -0.67 -1.21 0.66
N 0.81 0.46 -0.19
C -1.12 -3.19 -4.08
C -2.53 1.41 0.45
C 3.66 2.82 0.52
C 0.04 -1.49 2.01
H -1.69 -2.09 0.02
H -0.45 0.05 3.47
H -1.28 -0.46 -0.53
H 0.68 0.18 0.71
H 0.27 1.92 0.04
H -0.78 0.20 0.55
H -1.04 0.07 -0.54
H 1.60 -0.21 -0.86
H 0.39 1.11 -0.37

=====

2.
ORCA calculation (ωB97M-V/def2-TZVPD) on C70H66Br2ClF3IN2O21 as an isolated structure at a distorted geometry.

- electronic energy (hartree) = -10601.3451
- charge = +1

Positions of all 166 atoms, in Å:
I1 0.874481 6.243985 0.117988
Br1 -2.753859 1.913225 -0.480368
Br2 -0.083285 2.239028 3.610927
Cl1 4.148675 5.153166 -2.998824
F1 -0.091456 2.335452 -3.873855
F2 0.314291 1.356016 0.265052
F3 1.092626 -0.867712 -1.876109
O1 11.266016 -3.094285 1.512064
O2 -2.896725 -2.932997 -4.639514
O3 -3.146779 -2.642261 1.564117
O4 -0.965627 -0.925432 -1.102611
O5 -5.197705 -5.081346 -8.897417
O6 -8.055034 -5.598981 1.947272
O7 2.641693 0.930703 1.060912
O8 -4.287440 -4.329439 5.401556
O9 8.100541 4.109917 -0.833783
O10 -0.246198 4.893314 3.016509
O11 -1.687708 0.912775 -3.468913
O12 -5.168776 -10.585341 -5.610231
O13 -0.865773 -0.601434 6.971807
O14 8.219638 -0.941792 -2.245030
O15 1.653600 -1.084449 1.209289
O16 -1.396046 8.557772 8.463944
O17 -8.294412 -3.101915 6.609083
O18 8.391629 2.314174 -2.097187
O19 -3.968469 6.204712 4.480039
O20 -5.642018 -8.001871 -1.013386
O21 -5.430126 -4.825632 -2.680514
N1 -0.076489 1.106361 -1.869554
N2 0.989454 4.098641 0.102600
C1 -4.901890 -4.324909 -1.701659
C2 1.355360 3.818026 1.548986
C3 -3.875637 -3.263327 -1.846603
C4 -0.513580 4.199269 -1.802237
C5 7.431809 1.601776 -2.883219
C6 -2.269852 -2.392023 7.586753
C7 -5.258404 -8.510854 -4.502668
C8 -2.365859 7.797078 5.140449
C9 2.999903 1.230692 -0.292039
C10 -5.264724 -4.760272 -0.330917
C11 5.693481 1.744412 -4.700521
C12 6.691282 2.527290 -3.838719
C13 -3.380267 6.744898 5.394202
C14 -3.302809 -2.719367 -0.772998
C15 6.975866 2.195649 -0.090802
C16 -2.022632 -1.609319 5.189821
C17 2.639230 -0.414147 1.357986
C18 -3.427071 -3.430224 -5.617138
C19 -8.234876 -5.782547 4.287045
C20 2.206077 3.736033 -0.705748
C21 4.007654 5.544163 -1.264887
C22 9.520531 -3.396773 -0.035577
C23 -3.642304 -3.531238 -8.055956
C24 -8.295264 -5.155516 5.458579
C25 -3.647376 6.376746 6.805190
C26 -3.130209 -3.327981 7.192465
C27 10.571204 -2.603156 0.652673
C28 -1.718617 8.387236 6.140982
C29 -0.191699 3.388236 -0.568361
C30 -8.122934 -2.920931 4.270213
C31 -5.535804 -8.593397 -2.067545
C32 -2.285153 4.475308 0.607022
C33 7.842246 2.950276 -1.044290
C34 8.754006 -2.855863 -0.978768
C35 -1.704881 4.246428 -2.444612
C36 -1.648900 -1.457510 6.614300
C37 0.294725 3.905804 2.654262
C38 -4.689033 -4.213698 0.735087
C39 8.918588 -1.439317 -1.382386
C40 0.533142 2.041361 -0.944784
C41 -3.064432 -2.993352 -6.986028
C42 -5.379437 -7.859479 -3.347871
C43 3.886472 -1.042579 1.935757
C44 -3.000639 6.966105 7.807499
C45 -8.114107 -5.028742 3.015665
C46 -4.673713 -4.592183 -7.922167
C47 10.733701 -1.184169 0.245527
C48 -5.277485 -9.993468 -4.559006
C49 -3.503828 -3.477609 5.762514
C50 -3.669065 -3.151036 0.592192
C51 -8.062544 -3.547999 3.099197
C52 -4.455269 -4.489289 -5.476039
C53 4.235687 2.041797 -4.360486
C54 -5.435059 -10.724599 -3.276660
C55 9.966161 -0.644983 -0.698212
C56 3.573308 4.372403 -0.380581
C57 -8.242642 -3.675254 5.543132
C58 -1.985178 8.018765 7.555103
C59 2.481806 1.953475 -2.526422
C60 -5.555366 -10.075710 -2.121812
C61 5.421064 5.992151 -0.776104
C62 -5.032993 -5.026000 -6.549717
C63 -0.684823 1.441854 -3.075421
C64 -2.914349 4.414439 2.015703
C65 6.823063 2.599750 1.165243
C66 -0.062324 -0.275817 -1.550661
C67 -2.881357 -2.542582 4.793231
C68 2.105413 2.202670 -1.036903
C69 3.983543 1.889175 -2.857156
C70 -1.470895 3.209207 0.264967
H1 -5.671269 -10.590643 -1.176581
H2 4.316435 3.594896 -0.542689
H3 -1.984665 -2.266979 8.623511
H4 -2.509446 3.601640 2.618758
H5 -1.780371 5.426629 0.470466
H6 -4.707397 -4.793024 -4.455298
H7 -3.983856 4.263848 1.968358
H8 3.745654 4.687649 0.645517
H9 3.384897 6.422052 -1.183015
H10 3.613604 -1.310087 2.953647
H11 6.794486 1.907069 1.993923
H12 -5.369727 -6.775293 -3.278327
H13 3.910000 3.007988 -4.735958
H14 4.628617 2.571159 -2.313245
H15 -1.778122 3.960636 -3.487155
H16 2.030059 2.693059 -3.186623
H17 -6.014364 -5.537364 -0.247916
H18 -3.594513 -4.017467 7.886061
H19 10.067238 0.387569 -1.010285
H20 -5.141096 -7.997775 -5.448649
H21 -2.310857 -2.219392 -7.061507
H22 3.041336 0.303392 -0.858899
H23 1.999034 4.628823 1.864029
H24 6.751370 3.651919 1.404783
H25 -5.445869 -11.805285 -3.338471
H26 -4.936821 -4.515742 1.745923
H27 -8.268995 -6.861199 4.204128
H28 11.504779 -0.622259 0.756911
H29 -7.973087 -3.016247 2.160101
H30 -4.391525 5.607723 6.968131
H31 -8.087107 -1.842086 4.353045
H32 -1.297827 2.735914 1.219738
H33 -2.186605 8.052558 4.103516
H34 -2.548486 -1.941671 -0.838449
H35 5.849002 2.037479 -5.734928
H36 -1.559554 -0.920558 4.493940
H37 -2.621449 4.633634 -2.028885
H38 7.970803 0.871489 -3.454775
H39 6.148124 5.553774 -1.447879
H40 4.716101 -0.346634 2.014638
H41 -3.393393 -3.226863 -9.064562
H42 -3.134482 4.493076 -0.062653
H43 2.112347 0.989193 -2.849084
H44 -3.180882 6.710706 8.843720
H45 -2.704691 5.325516 2.556294
H46 0.275381 4.704178 -2.353449
H47 4.123810 -1.965443 1.426035
H48 4.031612 1.575344 -0.256349
H49 7.452847 2.980766 -4.468278
H50 5.925853 0.682793 -4.631464
H51 -3.621201 -2.962321 -2.866983
H52 9.418257 -4.429099 0.273840
H53 5.640513 5.626041 0.222164
H54 4.328388 0.879769 -2.626777
H55 6.443563 1.307053 -0.410937
H56 3.611610 1.292294 -4.849993
H57 7.983024 -3.416872 -1.491844
H58 -3.160631 -2.656580 3.754983
H59 -5.788517 -5.798272 -6.474841
H60 6.230877 3.330706 -3.266546
H61 1.947251 2.917857 1.696208
H62 -0.974810 9.156744 5.977651
H63 2.102741 4.104701 -1.723757
H64 -8.383008 -5.687554 6.396958
H65 5.485298 7.070482 -0.795384
H66 6.731029 1.035013 -2.278462

Atomic forces in eV per Å
I -0.52 0.05 -0.34
Br 0.26 0.07 0.06
Br 0.42 0.32 -0.33
Cl -0.61 0.03 -0.05
F 0.63 0.11 0.70
F 0.20 -0.09 0.05
F 0.00 0.54 0.04
O 0.00 -0.01 0.03
O 0.15 0.04 -0.50
O 0.03 0.10 0.13
O 2.30 1.90 -1.04
O 0.00 0.00 -0.03
O 0.05 0.01 -0.05
O 0.42 0.41 0.17
O -0.05 0.00 -0.01
O 0.31 -0.24 0.07
O 0.45 0.11 -0.41
O 1.37 0.47 0.47
O 0.01 -0.01 -0.02
O 0.02 0.03 0.00
O 0.09 -0.41 0.24
O 0.32 0.78 -0.23
O 0.04 0.01 0.01
O 0.01 0.03 0.02
O -0.60 -0.30 0.47
O 0.04 0.03 -0.01
O 0.03 0.01 0.02
O -0.09 0.20 0.51
N 0.57 1.75 -1.05
N 0.85 1.01 1.69
C 0.08 0.05 0.13
C 0.12 -0.33 1.14
C -0.02 0.16 -0.14
C -0.05 -0.08 -0.76
C -0.38 0.05 -0.90
C -0.04 -0.05 0.00
C -0.01 0.03 0.12
C 0.05 0.03 0.02
C -0.05 -0.84 0.86
C -0.22 -0.13 -0.03
C 0.04 0.82 -0.14
C 0.63 -0.07 0.20
C -0.06 -0.04 0.01
C -0.04 0.07 -0.12
C -0.39 -0.74 -0.69
C 0.01 0.01 0.04
C -0.66 -1.58 0.12
C -0.02 -0.03 -0.01
C -0.02 0.00 0.07
C 1.31 -0.46 -1.75
C 1.48 0.59 1.02
C -0.07 -0.01 -0.04
C 0.05 0.05 0.02
C 0.00 -0.05 -0.06
C 0.01 0.00 0.07
C 0.04 0.02 0.06
C 0.04 -0.02 0.01
C 0.01 0.00 -0.10
C -0.83 1.63 -1.55
C 0.02 0.01 -0.08
C -0.02 0.00 0.00
C -0.75 -0.15 0.10
C -0.71 1.80 -0.07
C -0.02 -0.03 0.03
C -0.27 0.32 0.31
C 0.02 0.01 0.01
C -0.88 -0.57 0.30
C -0.01 0.00 0.09
C 0.03 -0.03 -0.02
C 0.41 -2.14 2.22
C 0.04 0.04 -0.03
C 0.05 0.09 -0.13
C -0.23 0.95 0.46
C -0.05 -0.05 -0.04
C 0.03 -0.03 0.00
C -0.07 -0.04 -0.01
C -0.03 0.06 -0.04
C -0.01 -0.01 -0.06
C 0.01 0.03 0.05
C -0.02 -0.08 -0.05
C 0.01 0.07 0.03
C -0.01 -0.22 0.14
C -0.10 -0.84 0.48
C -0.01 0.00 0.08
C 0.04 0.05 0.03
C -0.21 -0.36 -0.02
C 0.02 -0.01 0.05
C -0.01 0.01 0.05
C 1.06 0.68 -0.23
C 0.00 -0.06 -0.01
C -0.62 -0.47 -0.51
C 0.07 0.07 0.07
C -2.62 -1.53 -1.08
C 0.42 -0.16 -0.06
C -0.11 0.58 0.37
C -2.34 -2.27 1.17
C -0.06 0.02 -0.10
C -0.79 0.94 -0.92
C -0.05 -0.40 -0.39
C -0.53 0.15 1.01
H -0.01 0.04 0.02
H 0.10 -0.13 0.07
H 0.02 0.03 -0.01
H -0.01 -0.06 -0.01
H 0.40 -0.16 -0.06
H 0.12 0.24 -0.54
H -0.21 0.06 -0.01
H -0.32 -0.04 0.19
H -0.48 -0.18 -0.18
H 0.00 -0.14 0.17
H -1.20 -0.23 -0.03
H -0.06 -0.28 0.02
H 0.10 0.22 0.05
H -0.19 0.18 0.18
H 0.43 1.53 -0.61
H -0.10 0.16 0.20
H 0.02 -0.02 -0.04
H -0.02 -0.01 -0.03
H -0.03 -0.01 -0.04
H 0.02 -0.05 -0.04
H 0.00 0.00 0.04
H -0.22 -0.15 -0.07
H 0.32 0.14 -0.19
H 1.30 0.19 0.19
H 0.00 0.00 -0.05
H 0.01 0.00 0.00
H 0.00 0.00 -0.04
H 0.02 -0.04 0.02
H -0.01 -0.04 -0.03
H -0.01 0.00 -0.04
H -0.01 0.00 0.05
H 0.63 -0.24 -0.07
H -0.04 -0.02 -0.01
H -0.45 -0.37 0.04
H 0.05 -0.18 -0.20
H 0.01 0.00 0.00
H -0.53 -1.49 0.67
H 0.33 -0.17 -0.12
H 0.36 0.13 0.09
H 0.19 -0.07 -0.27
H -0.03 -0.03 -0.02
H 0.04 0.25 -0.37
H -0.34 -0.10 0.15
H 0.03 0.03 0.01
H -0.21 0.18 0.14
H 0.74 -1.50 -0.58
H 0.10 -0.05 -0.25
H 0.00 0.45 -0.26
H 0.01 0.21 -0.06
H -0.20 -0.18 0.02
H -0.12 -0.17 0.53
H 0.04 0.00 0.02
H -0.03 0.07 0.17
H 0.16 -0.07 0.24
H 1.19 -0.85 0.21
H -0.13 0.03 -0.23
H 0.00 0.02 -0.03
H -0.02 -0.08 -0.06
H -0.02 0.01 -0.04
H -0.14 0.16 -0.14
H -0.40 -0.43 -0.59
H 0.00 0.01 0.05
H -0.90 0.53 0.14
H 0.01 0.04 0.02
H 0.22 0.21 -0.04
H 0.00 -0.02 0.22

=====

3.
ORCA calculation (ωB97M-V/def2-TZVPD) on C20H44CrNO2SSi3Te as an isolated structure at a distorted geometry.

- electronic energy (hartree) = -3572.3968
- ⟨S²⟩ = 4.005
- charge = +2
- multiplicity = 4

Positions of all 73 atoms, in Å:
Te1 1.644435 -2.346136 0.614409
Cr1 0.525502 -0.048547 0.099296
S1 -0.324377 0.318668 2.257650
Si1 0.401961 2.765058 4.810971
Si2 4.929626 -2.824389 0.137379
Si3 -0.452821 -4.427053 1.836100
O1 -1.119215 1.383012 -0.777971
O2 0.018053 -0.919110 -1.854186
N1 1.470681 1.417927 0.948360
C1 2.062255 3.543672 2.571520
C2 -1.335907 -0.554495 -2.123549
C3 -0.300174 4.519065 4.978016
C4 0.848372 1.585941 2.135588
C5 5.394491 -1.141896 -0.635904
C6 0.684416 -2.980469 2.414909
C7 2.384056 2.308762 0.553841
C8 3.608220 -2.313859 1.466681
C9 -1.406784 -3.584461 0.398194
C10 1.961166 2.592982 5.886037
C11 6.335594 -3.780095 0.974633
C12 -1.616512 -4.968895 3.223143
C13 -1.584421 2.684357 -0.433215
C14 0.730634 -5.802030 1.250110
C15 1.120785 2.622045 3.019445
C16 4.118181 -4.001269 -1.130350
C17 0.864333 -0.919774 -3.008719
C18 -0.876068 1.417633 5.195188
C19 2.691525 3.405553 1.335867
C20 -1.534288 0.957480 -2.072625
H1 -1.065071 -5.276143 4.104686
H2 5.986072 -4.723849 1.383557
H3 -1.709897 -2.575996 0.690541
H4 2.869487 2.122986 -0.395912
H5 0.139145 -2.156869 2.869117
H6 3.576997 -3.058006 2.263414
H7 -0.953882 1.481851 -2.845712
H8 3.888479 -4.957670 -0.667638
H9 -1.075273 3.448202 -1.026449
H10 2.314331 4.380211 3.203993
H11 -1.208921 1.544779 6.220784
H12 -2.305216 -4.133848 0.140817
H13 1.431849 -5.446578 0.495324
H14 -1.755881 1.474408 4.561133
H15 1.459917 -3.312178 3.098973
H16 -2.664750 2.756754 -0.593339
H17 0.198167 -6.654036 0.838778
H18 1.313751 -6.177089 2.086755
H19 3.416005 4.129546 0.998762
H20 6.807894 -3.226034 1.778079
H21 -1.934424 -1.016398 -1.328729
H22 -1.173019 4.703406 4.357929
H23 3.825255 -1.345584 1.912226
H24 2.696238 3.355716 5.643804
H25 -1.646336 -0.948506 -3.095148
H26 0.374072 -1.463798 -3.822475
H27 2.442835 1.623380 5.793712
H28 -2.205422 -5.819158 2.898941
H29 1.781510 -1.443633 -2.730322
H30 -0.465501 0.415741 5.110632
H31 -2.597726 1.184993 -2.217472
H32 6.035698 -1.260098 -1.502060
H33 3.194551 -3.609253 -1.555928
H34 4.796584 -4.207178 -1.952468
H35 1.104669 0.094186 -3.345248
H36 1.691935 2.727106 6.928520
H37 0.443751 5.275256 4.742998
H38 7.105191 -4.014316 0.246497
H39 4.514178 -0.578587 -0.942847
H40 -1.371934 2.825678 0.625286
H41 -2.305046 -4.184679 3.518698
H42 5.939439 -0.536067 0.081532
H43 -0.597017 4.676346 6.010457
H44 -0.794078 -3.523189 -0.502839

Atomic forces in eV per Å
Te 0.83 -0.56 0.97
Cr -1.53 0.93 -0.39
S -0.49 -0.74 -0.27
Si 0.25 0.30 0.34
Si 0.08 -0.04 -0.21
Si -0.10 0.00 0.05
O 0.61 -0.88 0.02
O 0.17 0.33 0.70
N 0.45 0.63 0.41
C -0.07 -0.23 -0.13
C -0.85 0.57 -0.02
C 0.19 -0.71 -0.08
C 0.15 0.07 -0.23
C 0.01 -0.81 0.27
C -0.66 -0.66 -0.19
C 0.47 0.47 -0.18
C 0.46 -0.21 -0.55
C 0.39 -0.43 0.39
C -0.68 0.03 -0.36
C -0.50 0.58 -0.25
C 0.52 0.21 -0.55
C -0.03 0.45 0.32
C -0.53 0.55 0.22
C -0.34 -0.24 0.29
C 0.16 0.60 0.48
C 0.52 -0.14 -0.43
C 0.45 0.46 -0.26
C -0.04 -0.24 -0.16
C 0.05 -0.38 -0.32
H 0.17 -0.07 0.17
H -0.18 -0.12 0.03
H -0.07 0.10 0.11
H 0.03 0.08 -0.02
H 0.09 0.03 -0.10
H -0.24 0.00 -0.01
H -0.12 -0.08 0.10
H -0.07 -0.15 0.13
H -0.01 -0.07 0.02
H 0.10 0.18 0.06
H -0.03 0.09 0.22
H -0.20 -0.10 -0.07
H 0.00 0.02 -0.12
H -0.14 0.08 -0.10
H 0.23 0.06 -0.05
H 0.15 -0.09 0.02
H -0.14 -0.08 -0.13
H 0.07 -0.01 0.21
H 0.07 -0.01 -0.07
H 0.08 0.16 0.16
H 0.04 -0.01 -0.22
H -0.11 -0.07 -0.12
H -0.08 0.08 -0.02
H 0.08 0.14 -0.07
H 0.04 -0.05 0.14
H 0.07 0.05 0.19
H 0.00 -0.16 -0.08
H -0.14 -0.21 -0.11
H -0.09 0.08 -0.06
H 0.13 -0.11 0.03
H 0.15 -0.06 0.01
H 0.09 -0.03 -0.22
H 0.00 0.00 -0.12
H 0.19 0.03 -0.12
H -0.10 -0.09 0.11
H -0.04 0.03 0.24
H 0.16 0.08 -0.05
H 0.14 -0.02 -0.20
H -0.19 0.02 -0.06
H 0.00 0.04 -0.06
H -0.10 0.21 -0.01
H 0.08 0.11 0.19
H -0.06 0.03 0.21
H -0.02 -0.03 -0.09

=====

Repeat the first record exactly.
ORCA calculation (ωB97M-V/def2-TZVPD) on one molecule with the formula C4H9N3 at a distorted geometry.

- electronic energy (hartree) = -321.9686
- SMILES = CC1(C)CNN=N1

Positions of all 16 atoms, in Å:
N1 1.814333 1.364436 -0.964541
N2 1.145706 2.137682 -0.139426
N3 1.498840 0.172231 -1.011444
C1 0.036795 1.482410 0.437027
C2 0.384955 -0.147908 -0.182582
C3 0.789961 -1.291574 0.736512
C4 -0.788994 -0.510403 -1.221306
H1 0.173996 -2.098432 0.827724
H2 0.026544 1.651903 1.429907
H3 1.857936 -1.550159 0.478671
H4 -0.933181 1.701147 -0.080328
H5 -0.868649 -1.662173 -1.340535
H6 1.072525 -0.911006 1.715192
H7 -0.361877 -0.067944 -2.113650
H8 -1.816613 -0.160491 -0.845732
H9 1.228333 3.110749 -0.212358

Atomic forces in eV per Å
N 2.10 0.42 -1.87
N -0.67 -1.21 0.66
N 0.81 0.46 -0.19
C -1.12 -3.19 -4.08
C -2.53 1.41 0.45
C 3.66 2.82 0.52
C 0.04 -1.49 2.01
H -1.69 -2.09 0.02
H -0.45 0.05 3.47
H -1.28 -0.46 -0.53
H 0.68 0.18 0.71
H 0.27 1.92 0.04
H -0.78 0.20 0.55
H -1.04 0.07 -0.54
H 1.60 -0.21 -0.86
H 0.39 1.11 -0.37

=====

> Which formula does entry 1 have?

C4H9N3